(1)
A 3-piece molecular cluster, C30H61N2O10P2 overall, computed with ωB97M-V/def2-TZVPD.

Each line ends with the Löwdin charge.
CARTESIAN COORDINATES (ANGSTROEM)
C: -7.5489 0.0815 -2.3124  -0.115
C: -6.0696 0.5749 -2.2794  -0.250
C: -5.2229 0.0771 -1.0508  -0.216
C: -6.0469 -0.2683 0.2489  -0.204
C: -6.1763 -1.8325 0.3589  -0.208
C: -5.3642 -2.4921 1.5317  -0.191
C: -3.9135 -1.9305 1.7374  -0.203
C: -2.7573 -2.9967 1.5965  -0.191
C: -1.7108 -2.4289 0.5559  -0.231
C: -0.3506 -3.1935 0.5503  -0.182
C: 0.5170 -2.6321 -0.6471  -0.203
C: 1.8803 -2.0020 -0.1633  -0.199
C: 1.6019 -0.6367 0.5809  -0.200
C: 1.5696 -0.7337 2.1460  -0.197
C: 2.2191 0.4832 2.8928  -0.187
C: 1.8026 1.8910 2.3433  -0.187
C: 2.9810 2.9159 2.2009  -0.184
C: 4.1655 2.4070 1.3083  -0.128
C: 3.7761 2.3919 -0.1820  -0.102
C: 2.8717 3.3200 -0.7927  0.070
C: 2.5138 3.2424 -2.1832  -0.013
N: 3.0350 2.2965 -2.9543  0.136
N: 3.8387 1.4646 -2.3750  -0.110
C: 4.3564 0.3910 -3.2910  0.036
C: 3.0886 -0.1889 -4.0102  -0.475
O: 3.0295 -0.3858 -5.1787  0.154
O: 1.9725 -0.4408 -3.2379  0.071
C: 4.2861 1.3940 -1.1164  0.075
H: -8.0244 0.3091 -3.2964  0.072
H: -8.1172 0.7131 -1.5796  0.069
H: -7.6838 -0.9705 -1.9930  0.075
H: -5.5760 0.1467 -3.1921  0.086
H: -5.9445 1.6771 -2.3623  0.097
H: -4.4340 0.8402 -0.8212  0.097
H: -4.6567 -0.8433 -1.3326  0.092
H: -7.0458 0.2087 0.3041  0.095
H: -5.4613 0.1482 1.1073  0.098
H: -5.9604 -2.3675 -0.5960  0.106
H: -7.2575 -2.0468 0.5686  0.106
H: -5.2475 -3.5731 1.2597  0.101
H: -5.9931 -2.4868 2.4488  0.105
H: -3.6554 -1.0606 1.0975  0.081
H: -3.8667 -1.5557 2.7927  0.109
H: -3.1263 -3.9888 1.2631  0.107
H: -2.2422 -3.0832 2.5856  0.108
H: -1.5424 -1.3480 0.8076  0.103
H: -2.2370 -2.4281 -0.4292  0.119
H: 0.1949 -2.9591 1.4904  0.094
H: -0.5578 -4.2827 0.4503  0.117
H: 0.7104 -3.4001 -1.4335  0.105
H: -0.0355 -1.8045 -1.1565  0.093
H: 2.4846 -1.7518 -1.0708  0.075
H: 2.4480 -2.6789 0.5105  0.109
H: 0.6186 -0.2585 0.2017  0.108
H: 2.3693 0.1051 0.2526  0.074
H: 2.1297 -1.6469 2.4614  0.109
H: 0.5164 -0.8903 2.4843  0.109
H: 1.8652 0.4237 3.9522  0.115
H: 3.3211 0.3205 2.9465  0.105
H: 1.2458 1.8689 1.3790  0.098
H: 1.0946 2.3253 3.0919  0.118
H: 2.5708 3.8521 1.7516  0.099
H: 3.3575 3.1652 3.2130  0.100
H: 4.5058 1.4015 1.6322  0.116
H: 5.0056 3.1286 1.4281  0.126
H: 2.4261 4.1348 -0.1946  0.126
H: 1.7990 3.9446 -2.6505  0.141
H: 5.0760 0.8056 -4.0255  0.156
H: 4.8086 -0.4481 -2.7259  0.144
H: 1.1878 -0.2382 -3.7802  0.139
H: 5.0009 0.6163 -0.7899  0.166
C: -1.8868 -4.2670 -5.0293  -0.138
O: -3.2578 -4.5501 -4.6953  -0.254
P: -4.3982 -3.2999 -4.9663  0.672
O: -4.9864 -3.4777 -3.5938  -0.251
O: -5.1816 -4.2690 -6.0366  -0.254
C: -4.5197 -4.6136 -7.2546  -0.123
O: -5.5001 -2.0352 -5.2881  -0.256
C: -5.4366 -1.4288 -6.5867  -0.129
H: -1.2537 -4.5709 -4.1952  0.081
H: -1.6048 -4.8400 -5.9152  0.080
H: -1.7254 -3.2047 -5.2255  0.068
H: -4.0423 -5.5892 -7.1476  0.089
H: -3.7674 -3.8701 -7.5308  0.078
H: -5.2623 -4.6690 -8.0497  0.091
H: -6.0159 -2.0182 -7.3009  0.086
H: -4.4053 -1.3398 -6.9319  0.075
H: -5.8716 -0.4320 -6.5240  0.086
C: 7.0421 6.4468 5.3059  -0.118
O: 5.9046 5.5960 5.0457  -0.241
P: 6.1271 3.9237 5.2573  0.641
O: 5.5354 3.5227 3.9406  -0.270
O: 4.9819 3.9092 6.4300  -0.255
C: 5.2050 4.6839 7.6115  -0.118
O: 6.6226 2.3651 5.6787  -0.229
C: 7.2605 2.1861 6.9536  -0.113
H: 7.1543 7.1438 4.4763  0.088
H: 6.8662 7.0120 6.2226  0.084
H: 7.9646 5.8736 5.4115  0.078
H: 4.6990 5.6459 7.5182  0.092
H: 6.2698 4.8501 7.7909  0.077
H: 4.7885 4.1466 8.4623  0.094
H: 6.5050 2.0738 7.7337  0.089
H: 7.9143 3.0259 7.1897  0.080
H: 7.8588 1.2776 6.9148  0.090

Cartesian forces (eV/Å) of the 2 atoms listed first:
C -0.23 1.52 0.66
C 0.76 -1.00 -0.59

Values from the calculation:
Net charge ... +1
E_tot ... -2723.8485 a.u.

---

(2)
A 10-piece molecular cluster, C30H61N7O16 overall, computed with ωB97M-V/def2-TZVPD.

Each line ends with the Löwdin charge.
CARTESIAN COORDINATES (ANGSTROEM)
C: -3.2143 -0.6410 -3.4989  -0.105
C: -2.9234 -0.8859 -4.9901  -0.109
O: -4.1695 -1.3505 -5.5052  0.059
C: -5.1524 -1.1873 -4.5829  -0.580
O: -6.2965 -1.4136 -4.7851  0.162
O: -4.6462 -0.7664 -3.4085  0.059
H: -2.9352 0.3446 -3.1358  0.114
H: -2.7663 -1.3812 -2.8404  0.110
H: -2.1548 -1.6427 -5.1152  0.129
H: -2.6408 0.0406 -5.4824  0.108
C: -0.0812 4.1711 -5.5930  -0.098
C: -1.5605 4.1612 -5.2612  -0.109
O: -1.8089 2.7739 -5.0293  0.061
C: -0.6364 2.1839 -4.6736  -0.556
O: -0.5575 1.0489 -4.3328  0.147
O: 0.3956 3.0221 -4.8718  0.061
H: 0.4646 5.0573 -5.2784  0.134
H: 0.1447 4.0400 -6.6537  0.134
H: -2.1993 4.5356 -6.0575  0.135
H: -1.7984 4.7465 -4.3701  0.135
C: 0.6955 0.0420 -0.1035  -0.100
C: -0.1980 0.5986 -1.2393  -0.107
O: -1.2335 1.2628 -0.5246  0.057
C: -0.9183 1.3757 0.7634  -0.564
O: -1.5909 1.8912 1.6039  0.135
O: 0.2680 0.7921 1.0308  0.065
H: 1.7590 0.1970 -0.2641  0.118
H: 0.4338 -1.0151 -0.0579  0.103
H: -0.6135 -0.2086 -1.8305  0.108
H: 0.3514 1.2827 -1.8833  0.106
C: 1.8205 -6.2489 1.3417  -0.004
C: 1.6774 -4.8317 0.8345  -0.563
O: 0.9609 -4.0295 1.4163  0.018
N: 2.4219 -4.5070 -0.2409  0.025
C: 2.3957 -3.2133 -0.8964  -0.046
H: 1.0464 -6.8718 0.8837  0.086
H: 1.6565 -6.2773 2.4130  0.081
H: 2.7723 -6.6982 1.0526  0.075
H: 3.0464 -5.1891 -0.6333  0.132
H: 2.1821 -3.2945 -1.9640  0.081
H: 3.3919 -2.7633 -0.8245  0.076
H: 1.7114 -2.5406 -0.3992  0.055
C: 2.9794 -1.1869 2.5068  0.011
C: 4.1609 -1.7738 1.7641  -0.546
O: 4.6114 -1.2763 0.7498  0.038
N: 4.6075 -2.9716 2.2471  0.017
C: 3.9300 -3.7557 3.2759  -0.085
H: 3.0440 -1.3276 3.5832  0.078
H: 2.1168 -1.7289 2.1018  0.077
H: 2.8747 -0.1307 2.2799  0.069
H: 5.3791 -3.3999 1.7645  0.132
H: 4.2480 -4.7933 3.2432  0.082
H: 2.8604 -3.6872 3.0783  0.062
H: 4.1194 -3.3640 4.2788  0.081
C: -2.4982 -2.8377 1.4788  0.017
C: -2.7947 -1.7299 0.5007  -0.510
O: -2.0960 -1.5305 -0.4914  0.017
N: -3.8818 -0.9740 0.7986  0.034
C: -4.1995 0.2694 0.1370  -0.056
H: -1.4219 -2.7764 1.6594  0.078
H: -2.6787 -3.8108 1.0263  0.092
H: -3.0248 -2.7041 2.4202  0.045
H: -4.5022 -1.3336 1.5029  0.136
H: -4.1360 1.1062 0.8375  0.063
H: -5.1987 0.2721 -0.3030  0.091
H: -3.4809 0.4688 -0.6488  0.063
C: -5.7894 3.9555 1.9374  -0.006
C: -4.7105 4.5995 2.7512  -0.561
O: -4.9545 5.4981 3.5375  0.034
N: -3.4747 4.0603 2.5869  0.009
C: -2.3277 4.4271 3.3651  -0.084
H: -6.4295 4.6965 1.4650  0.084
H: -6.4440 3.3641 2.5842  0.089
H: -5.4208 3.2463 1.1928  0.060
H: -3.3986 3.2313 2.0217  0.089
H: -2.5785 5.0572 4.2144  0.082
H: -1.5522 4.9205 2.7762  0.082
H: -1.8751 3.5231 3.7810  0.068
C: -3.7685 -2.2702 7.0536  -0.002
C: -3.2355 -1.9032 5.6880  -0.555
O: -3.3263 -2.6781 4.7489  0.030
N: -2.6472 -0.6893 5.5696  0.007
C: -2.0581 -0.2460 4.3201  -0.054
H: -3.2239 -3.1442 7.4054  0.085
H: -4.8117 -2.5667 6.9466  0.085
H: -3.7396 -1.4560 7.7771  0.072
H: -2.4698 -0.1883 6.4220  0.127
H: -2.7045 -0.5583 3.5052  0.066
H: -1.0883 -0.7337 4.1732  0.094
H: -1.8883 0.8253 4.3310  0.073
C: 6.9272 3.7276 0.2127  -0.008
C: 5.7819 2.7416 0.1843  -0.553
O: 5.9211 1.5945 -0.1765  0.065
N: 4.5735 3.2515 0.5726  0.000
C: 3.3706 2.4586 0.6166  -0.084
H: 6.6081 4.7123 -0.1390  0.073
H: 7.7181 3.3466 -0.4226  0.080
H: 7.2798 3.8626 1.2362  0.081
H: 4.5103 4.2300 0.7879  0.123
H: 3.6557 1.4082 0.5340  0.065
H: 2.6866 2.6714 -0.2184  0.075
H: 2.7782 2.6447 1.5139  0.083
C: 2.9099 1.1110 -3.5065  -0.004
C: 3.7482 -0.1069 -3.2073  -0.549
O: 4.4563 -0.1620 -2.2261  0.056
N: 3.6779 -1.1407 -4.1005  0.008
C: 2.7799 -1.2638 -5.2456  -0.078
H: 3.1296 1.5202 -4.4966  0.085
H: 3.0984 1.8535 -2.7409  0.080
H: 1.8601 0.8144 -3.5908  0.054
H: 4.1890 -1.9744 -3.8617  0.130
H: 2.4764 -0.2900 -5.6157  0.071
H: 1.9256 -1.8950 -5.0012  0.078
H: 3.3365 -1.7212 -6.0668  0.081

Cartesian forces (eV/Å) of the 2 atoms listed first:
C -0.17 -0.19 0.08
C -0.04 0.35 0.67

Values from the calculation:
SMILES ... O=C1OCCO1.O=C1OCCO1.O=C1OCCO1.CNC(C)=O.CNC(C)=O.CNC(C)=O.CNC(C)=O.CNC(C)=O.CNC(C)=O.CNC(C)=O
E_tot ... -2766.9928 a.u.